CH3I2NO | ωB97M-V with the def2-TZVPD basis set

```
8
Properties=species:S:1:pos:R:3:forces:R:3:nbo_charge:R:1
C -0.2221 -0.9319 -0.4198 0.454 -1.840 -2.065 -0.294
N 0.7222 0.8828 0.2305 -1.019 0.798 -0.922 -0.308
O 0.6245 -0.4100 0.5416 0.884 0.500 1.750 -0.345
I -1.6522 1.6744 0.1717 0.225 0.574 0.251 -0.063
I 1.6847 2.0654 1.5596 0.360 -0.148 0.634 0.369
H 0.1576 -1.9015 -0.7512 0.190 -0.122 0.387 0.205
H -0.0944 -0.2888 -1.2942 -0.833 -0.170 -0.040 0.216
H -1.2203 -1.0903 -0.0381 -0.261 0.407 0.005 0.219
```
Positions in Å, forces in eV/Å.

Its electronic energy is -20820.3997 eV. As for the HOMO-LUMO gap (spin up / spin down): 7.807 / 7.235 eV.

CH3I2PS2 | ωB97M-V with the def2-TZVPD basis set

```
9
Properties=species:S:1:pos:R:3:forces:R:3:nbo_charge:R:1
C 1.9341 1.3494 -0.2192 2.582 -0.041 0.800 -0.842
P -1.8839 -1.3637 0.0309 -1.654 0.088 -0.020 0.353
S -3.5414 -0.4049 -0.5608 1.373 -0.790 0.221 -0.253
S 0.8490 0.5171 -1.2775 -0.843 -0.906 -0.306 0.153
I -1.8114 -1.0219 2.4954 0.194 -0.198 -0.415 -0.053
I -2.1477 -3.8956 -0.3183 0.125 0.913 0.185 -0.075
H 1.7757 1.3694 0.8859 -0.261 -0.258 -0.936 0.231
H 1.7824 2.3473 -0.6031 0.201 0.848 0.113 0.256
H 3.0432 1.1030 -0.4333 -1.717 0.345 0.358 0.230
```
Positions in Å, forces in eV/Å.

Its electronic energy is -48245.0417 eV. As for the HOMO-LUMO gap (spin up / spin down): 6.010 / 6.734 eV.

CH3I2PS2 | ωB97M-V with the def2-TZVPD basis set

```
9
Properties=species:S:1:pos:R:3:forces:R:3:nbo_charge:R:1
C -0.3550 -1.1559 0.9063 -2.682 -2.246 1.192 -0.803
P -0.1995 0.4082 -1.4373 0.132 1.095 -0.026 0.345
S 0.0046 2.5243 1.5463 -0.147 -0.011 0.508 -0.648
S 0.8862 -0.9639 -0.3980 -0.148 0.330 0.438 0.015
I 0.9005 0.2454 -3.5730 0.130 0.038 -0.211 -0.056
I 0.7959 2.8282 -0.5748 -0.156 -0.852 -0.765 0.389
H -0.1444 -2.2311 1.3396 -0.319 2.177 -0.593 0.247
H -1.4626 -1.2725 0.4543 2.559 0.397 0.797 0.238
H -0.4257 -0.3827 1.7366 0.631 -0.928 -1.340 0.275
```
Positions in Å, forces in eV/Å.

Its electronic energy is -48245.3461 eV. As for the HOMO-LUMO gap: 6.268 eV.

CH3IN2O | ωB97M-V with the def2-TZVPD basis set

```
8
Properties=species:S:1:pos:R:3:forces:R:3:nbo_charge:R:1
C 1.6346 0.0173 -0.1822 -0.051 -1.838 -1.930 0.415
N -1.5097 -0.2475 -0.3871 2.033 0.002 1.989 -0.577
N -0.7125 0.7834 -0.0123 -1.400 -0.224 -3.180 -0.375
O 1.9931 -0.8260 -0.9103 -0.880 1.575 1.224 -0.507
I 2.8543 0.8972 1.4047 0.456 0.451 0.711 0.002
H -2.2290 -0.1711 -1.0406 -0.725 0.462 -1.332 0.380
H -1.4716 -1.0625 0.2059 -0.517 -0.090 -0.212 0.357
H -0.5593 0.6092 0.9219 1.085 -0.338 2.729 0.306
```
Positions in Å, forces in eV/Å.

Its electronic energy is -14210.3058 eV. As for the HOMO-LUMO gap (spin up / spin down): 8.479 / 7.057 eV.

Going through the records in order, we get relative energy (zero: lowest compared OMol25 entry of this formula, charge and spin) values of 0.772; 2.502; 2.198; 2.662 eV.
Going through the records in order, we get F_max values of 2.80; 2.70; 3.70; 3.48 eV/Å.